Record 1
Formula: C60H160B4F16N10O20
Source: the OMol25 dataset
Level of theory: ωB97M-V/def2-TZVPD

```
270
Properties=species:S:1:pos:R:3:forces:R:3
C -13.49125 0.50408 1.75072 0.9 -1.3 -0.3
O -12.70871 1.63897 1.47904 0.4 1.5 0.0
C -12.37113 2.36586 2.65641 0.9 -0.7 -0.8
C -11.38205 1.55831 3.53262 0.3 1.4 -0.8
N -10.04609 1.28907 2.70357 -0.5 -1.1 0.4
H -10.27081 0.93024 1.78660 -1.0 -0.6 -0.3
H -9.56453 2.11758 2.38453 0.1 1.0 0.8
C -8.97256 0.27701 3.23109 -2.0 -0.3 0.0
C -8.15078 0.86342 4.32880 0.9 1.3 1.0
O -8.91761 1.37397 5.43450 0.8 1.7 -2.9
C -9.60832 0.40531 6.09647 -0.7 -1.4 1.6
H -14.17500 0.61123 2.59280 -0.3 0.2 -0.3
H -12.78851 -0.30128 1.96438 0.0 -0.4 0.6
H -13.91697 0.12536 0.82151 -0.6 0.6 0.1
H -13.28670 2.71903 3.13085 0.1 -0.4 0.7
H -11.81506 3.27457 2.42595 -0.2 0.1 -0.8
H -11.85016 0.63355 3.86993 0.8 -0.1 0.1
H -11.06343 2.27374 4.29074 0.0 -0.7 0.5
H -8.51858 -0.06518 2.30109 0.7 0.1 0.4
H -9.55664 -0.55837 3.61719 -0.1 -0.1 -0.1
H -7.51616 1.65024 3.92102 -0.4 0.7 0.1
H -7.36695 0.24413 4.76489 -0.3 -1.0 -0.3
H -10.52924 0.01275 5.66530 0.0 0.0 -0.8
H -9.98230 0.84953 7.01892 0.5 -0.2 0.3
H -8.91372 -0.42492 6.22433 -0.3 -0.4 0.7
C 16.10315 5.56972 5.48558 -0.2 0.5 -0.3
O 14.91687 6.35850 5.73059 -0.9 -0.1 1.0
C 15.08780 7.75665 5.54401 0.0 -1.4 0.0
C 13.94514 8.66749 5.94730 -1.6 -0.6 -0.3
N 12.54703 8.08535 5.55202 0.9 0.1 -1.3
H 12.41041 7.24075 6.08875 0.0 -0.8 -0.1
H 11.84267 8.71558 5.90810 -0.3 0.4 0.0
C 12.31230 7.90036 4.02082 1.4 0.1 0.0
C 10.92804 7.45651 3.63434 -0.7 -1.3 -0.1
O 10.52499 6.24653 4.29649 -1.2 2.3 1.6
C 11.10064 5.04262 3.97638 0.5 -1.6 -0.6
H 15.97480 4.60307 5.97262 -0.3 0.1 -0.4
H 17.03323 5.98473 5.87392 -0.2 0.5 0.4
H 16.24255 5.51723 4.40581 0.0 -0.5 -0.1
H 15.16127 7.83291 4.45916 1.1 0.8 0.0
H 15.90674 8.00084 6.22063 0.6 0.8 -0.9
H 14.03501 9.59346 5.37932 0.1 0.0 0.1
H 13.83445 8.91776 7.00239 0.3 -0.3 0.0
H 13.03377 7.22789 3.55675 0.2 -0.5 1.0
H 12.65033 8.83596 3.57529 -0.7 0.4 0.1
H 10.78513 7.22067 2.57980 1.0 0.4 -0.5
H 10.21993 8.27374 3.77146 -0.4 -0.4 0.8
H 10.62340 4.18271 4.44637 -0.6 0.6 0.7
H 12.12584 4.94522 4.33355 0.4 0.2 -0.6
H 10.91836 4.76421 2.93842 0.7 0.4 -0.5
C 0.30450 6.44447 -14.44685 -0.2 0.0 0.4
O 0.46470 7.45757 -13.45044 -0.6 0.2 0.0
C -0.62312 8.37995 -13.49714 1.5 0.0 1.3
C -0.43968 9.21601 -12.21369 0.1 -1.3 0.1
N -0.73827 8.33815 -10.95825 -1.2 1.0 -0.6
H -1.70368 8.07041 -11.08635 -0.5 -0.3 0.1
H -0.23907 7.46074 -10.92577 0.9 -0.2 -0.2
C -0.66286 9.14073 -9.66592 0.4 -0.3 -1.4
C -1.13011 8.36828 -8.44247 1.1 -0.6 -0.4
O -2.43205 7.91398 -8.55033 -1.9 1.2 0.4
C -3.40394 8.96126 -8.26280 -0.1 -0.1 0.2
H 1.14088 5.74851 -14.38194 0.1 0.4 -0.2
H 0.18609 6.91803 -15.42144 0.3 -0.2 -0.2
H -0.60294 5.89154 -14.20412 -0.2 -0.2 -0.2
H -1.57846 7.85518 -13.50343 -0.3 0.0 -0.1
H -0.52302 9.03717 -14.36094 -0.2 0.1 -0.1
H -1.11927 10.06723 -12.17262 0.2 0.0 0.1
H 0.61294 9.48777 -12.13472 -0.2 0.3 0.0
H -1.30729 9.98371 -9.91528 0.3 0.3 0.5
H 0.39510 9.40125 -9.69679 -0.1 0.5 0.8
H -0.95202 8.96277 -7.54638 0.0 0.2 0.0
H -0.55996 7.44372 -8.35191 0.5 0.1 0.1
H -3.17015 9.62117 -7.42736 0.9 -0.2 0.2
H -4.34127 8.53271 -7.90805 0.0 -0.4 -0.7
H -3.54505 9.63360 -9.10905 -0.2 -0.3 -0.2
C 5.29164 15.80644 0.61280 -0.6 0.7 -2.1
O 6.07889 15.72679 -0.59774 2.2 0.1 -0.5
C 7.46733 16.12231 -0.42477 -1.2 -0.3 0.0
C 8.27419 16.11365 -1.73892 -1.9 -0.5 0.0
N 7.82160 14.91335 -2.63917 2.6 -0.1 1.2
H 6.82633 14.90227 -2.81067 -0.6 0.1 0.4
H 8.30090 15.04226 -3.51881 -0.1 0.1 -0.6
C 8.32737 13.54827 -2.08807 -1.1 1.0 0.6
C 7.50539 12.40656 -2.62557 0.0 0.1 0.0
O 6.18563 12.45815 -2.07465 0.9 -0.2 -0.8
C 5.44348 11.31373 -2.48908 -0.5 -0.6 0.9
H 4.34224 15.96926 0.10267 -0.5 -0.1 0.9
H 5.53564 16.73992 1.11992 0.1 -0.4 0.6
H 5.25463 14.87268 1.17389 0.4 0.3 0.2
H 7.86930 15.47237 0.35248 0.5 0.1 0.0
H 7.50406 17.16878 -0.12204 0.1 0.0 0.5
H 9.34381 16.11350 -1.52909 -0.1 -0.5 -0.3
H 8.04740 17.02660 -2.28955 -0.1 -0.2 -0.2
H 8.16189 13.60153 -1.01202 0.1 0.1 0.0
H 9.40010 13.48598 -2.27100 -0.2 0.0 -0.3
H 8.02184 11.48054 -2.37289 0.0 -0.2 0.3
H 7.53311 12.43759 -3.71479 -0.4 0.0 -0.3
H 4.64689 11.12090 -1.77050 -0.1 0.6 0.0
H 6.03321 10.40364 -2.37931 0.4 0.0 -0.4
H 4.97934 11.37350 -3.47350 0.4 0.3 -0.2
C -1.31960 -4.28949 1.95481 0.9 0.6 -0.7
O -0.63616 -3.01210 2.29048 -0.7 -1.2 0.4
C 0.04691 -3.12672 3.55082 -0.4 -0.7 -0.3
C 0.84111 -1.88291 3.85377 0.4 1.7 -0.7
N 1.36388 -1.25347 2.56030 0.2 0.6 1.2
H 2.18018 -1.71319 2.18292 -0.1 -0.9 -0.3
H 0.59157 -1.26172 1.90948 -0.3 -0.4 -0.8
C 1.79120 0.18872 2.63597 -0.9 0.1 -0.8
C 1.82631 0.67832 1.17228 -0.4 -0.3 -0.1
O 0.57605 0.32404 0.54073 0.6 -0.7 1.3
C 0.57618 0.37542 -0.86590 1.3 0.5 -0.5
H -2.10525 -4.62990 2.62932 0.3 0.4 0.5
H -0.55501 -5.05188 1.80556 0.1 -0.1 0.5
H -1.79209 -4.22516 0.97465 0.1 0.7 0.0
H 0.69620 -4.00224 3.55213 0.1 -0.1 -0.2
H -0.68361 -3.27265 4.34652 0.0 0.0 0.2
H 1.69128 -1.97504 4.52966 -0.1 -0.5 -0.1
H 0.24672 -1.06766 4.26627 -0.3 -0.2 0.1
H 2.77324 0.20929 3.10850 -0.2 0.4 0.1
H 1.00556 0.73643 3.15643 0.3 -0.1 0.4
H 2.69172 0.19366 0.72033 -0.1 -0.2 -0.6
H 1.97645 1.75514 1.09464 0.1 0.1 0.3
H 0.70082 1.42183 -1.14446 -0.7 0.1 -0.4
H -0.26276 -0.15313 -1.31857 -0.3 0.4 0.5
H 1.46457 -0.08980 -1.29303 0.3 -0.4 0.2
C 5.20725 -9.46195 8.24926 -0.6 -0.6 1.5
O 6.00103 -8.75477 7.36026 2.3 0.4 -1.4
C 7.41413 -9.12546 7.36631 -0.4 0.7 1.8
C 8.34939 -7.97021 6.95077 -0.5 -0.3 -1.4
N 8.03797 -6.57527 7.47779 -0.3 -1.1 -0.5
H 8.78774 -5.98917 7.13951 0.6 0.4 0.4
H 7.23610 -6.19909 6.99241 -0.6 0.0 -0.3
C 7.75696 -6.49979 8.93424 0.4 -0.6 0.7
C 7.99646 -5.12625 9.46866 -0.8 1.8 -0.4
O 7.15730 -4.23183 8.72770 -0.3 -0.9 0.3
C 7.21228 -2.83732 9.00573 0.8 0.3 -1.5
H 4.25092 -8.97003 8.42688 0.1 0.4 -0.5
H 5.67323 -9.48728 9.23431 0.2 -0.2 0.2
H 4.96782 -10.49101 7.98128 0.3 -0.1 -0.4
H 7.70807 -10.05823 6.88501 -0.5 0.2 -1.1
H 7.72238 -9.41033 8.37226 -0.4 0.3 0.7
H 8.34953 -7.87897 5.86459 -0.3 0.2 -0.1
H 9.39497 -8.19372 7.16268 -0.2 -0.1 0.6
H 8.48130 -7.15219 9.42191 -0.2 -0.2 0.0
H 6.75178 -6.90281 9.05791 0.1 0.2 0.1
H 9.05496 -4.90559 9.33085 0.3 0.3 -0.1
H 7.77687 -4.96639 10.52427 0.0 -0.7 0.2
H 6.51002 -2.38089 8.30816 -0.3 -0.1 0.3
H 8.17982 -2.50597 8.62867 0.3 0.4 0.4
H 7.03698 -2.44676 10.00815 -0.1 -0.7 0.2
C -2.94969 -12.14526 5.54567 -0.6 -0.6 0.0
O -4.22501 -11.50303 5.43905 -1.0 0.2 -0.5
C -5.35492 -12.37666 5.17877 0.9 0.4 1.1
C -5.76882 -13.02791 6.49522 -0.3 -0.5 1.0
N -5.60448 -12.01008 7.69533 -1.3 0.1 -1.2
H -5.89516 -12.43417 8.56467 -0.6 -0.4 0.2
H -4.60886 -11.92017 7.83937 0.5 0.8 -0.3
C -6.29121 -10.57973 7.62128 0.9 0.6 -0.2
C -5.80315 -9.64792 8.75353 0.1 -0.8 -0.6
O -4.53208 -9.10896 8.52395 0.7 1.1 0.3
C -4.47317 -7.73184 9.02826 -0.4 0.0 0.2
H -2.16452 -11.42053 5.76100 -0.4 0.2 -0.2
H -2.71921 -12.70899 4.64168 0.1 0.1 -0.2
H -2.97292 -12.86989 6.35960 0.1 -0.2 0.2
H -5.11054 -13.06689 4.37133 0.0 -0.4 0.3
H -6.27979 -11.87843 4.88810 0.7 1.0 -0.4
H -5.27769 -13.96824 6.74554 0.9 0.5 0.3
H -6.78510 -13.42150 6.47575 -0.4 0.8 0.0
H -7.37697 -10.52106 7.69727 -0.1 -1.4 0.2
H -6.10002 -10.14976 6.63808 0.6 -0.2 0.1
H -5.77933 -10.24892 9.66256 -0.2 0.1 0.5
H -6.56510 -8.87303 8.83765 -0.1 0.0 0.1
H -3.51376 -7.25354 9.22538 0.7 -1.0 -0.8
H -4.87399 -7.65380 10.03888 -0.8 -0.3 -0.1
H -4.99614 -7.09701 8.31300 -0.2 0.0 0.2
C -6.80614 -11.98397 -2.11965 -0.4 0.6 0.8
O -8.19149 -11.67827 -1.95565 -1.4 0.6 -0.4
C -8.46864 -10.51284 -1.14765 -0.5 -2.1 0.6
C -10.04161 -10.37410 -1.03524 0.8 1.0 0.7
N -10.74910 -11.66054 -0.60740 0.3 1.5 0.6
H -11.62755 -11.61562 -1.10380 -0.4 -0.5 -0.1
H -10.13041 -12.31959 -1.05794 0.1 -1.5 0.4
C -11.03739 -11.80403 0.96672 0.2 -1.2 -1.5
C -11.14216 -13.29642 1.39214 2.0 0.8 -0.4
O -9.94338 -13.92019 0.95253 0.2 -0.5 -0.2
C -10.01658 -15.36658 0.93306 -0.3 0.4 -0.7
H -6.32722 -11.05855 -2.43953 0.5 -0.2 -0.1
H -6.64146 -12.79313 -2.83117 -0.4 0.2 0.0
H -6.46270 -12.30529 -1.13634 0.6 0.0 0.0
H -7.91715 -9.62773 -1.46471 -0.6 0.2 -0.4
H -8.06163 -10.75984 -0.16713 -0.1 0.2 0.5
H -10.45009 -9.98437 -1.96762 -0.1 -0.5 -0.1
H -10.36868 -9.69034 -0.25192 0.6 0.5 -0.2
H -11.97896 -11.30452 1.19481 0.1 0.2 -0.3
H -10.20961 -11.31055 1.47598 0.0 -0.1 -0.2
H -11.99107 -13.85962 1.00452 -0.4 0.4 0.3
H -11.02127 -13.23605 2.47373 -1.1 -0.3 0.3
H -10.51372 -15.80030 1.80073 0.2 0.2 0.3
H -9.01713 -15.77527 0.78410 0.0 0.3 0.3
H -10.59842 -15.66363 0.06053 -0.1 -0.1 -0.1
C 3.85848 -3.66239 -5.97990 -0.5 -0.6 1.4
O 3.98380 -2.31696 -6.28405 0.2 1.0 0.0
C 4.31795 -1.98537 -7.60585 1.0 0.7 0.4
C 5.89125 -2.13622 -7.80266 -1.7 1.4 0.2
N 6.58225 -1.10926 -6.83048 -0.2 -1.1 0.1
H 7.49185 -0.84668 -7.18230 0.3 0.0 -0.5
H 6.03776 -0.25886 -6.85200 -0.3 0.5 -0.1
C 6.82449 -1.46748 -5.34018 0.1 0.9 -1.5
C 7.89631 -0.46359 -4.75352 -0.6 -1.6 0.9
O 7.63572 0.89895 -4.88988 -0.1 -0.8 -0.8
C 8.79172 1.70139 -4.92535 -0.1 2.1 -0.7
H 3.77290 -3.75491 -4.89721 0.1 0.3 0.2
H 4.76300 -4.23800 -6.17642 -0.3 -0.4 -0.8
H 2.87488 -3.99673 -6.30981 0.4 -0.8 -0.7
H 3.97269 -0.95394 -7.67698 0.7 0.4 -0.2
H 3.69410 -2.43664 -8.37740 0.4 -0.9 0.0
H 6.16518 -1.80353 -8.80386 0.1 -0.1 0.1
H 6.18538 -3.17620 -7.66112 0.4 0.3 0.4
H 7.23094 -2.47241 -5.45427 0.1 0.0 0.8
H 5.81059 -1.49828 -4.94124 0.4 0.1 0.5
H 8.85981 -0.79518 -5.14057 0.2 0.4 -0.5
H 7.96728 -0.65523 -3.68284 -0.1 -0.5 0.2
H 9.40466 1.83084 -4.03335 -0.4 -0.7 0.5
H 8.36872 2.68173 -5.14465 0.2 0.2 0.2
H 9.48774 1.55844 -5.75191 -0.1 -0.8 -0.2
C -11.27137 4.25940 -6.36934 -0.9 0.5 1.0
O -10.05149 3.58653 -6.72460 -1.3 0.2 0.8
C -9.63665 3.97216 -7.99189 1.3 -0.7 0.0
C -8.38187 3.15294 -8.30115 -0.3 0.4 0.1
N -7.46867 3.02224 -7.07722 0.4 -0.9 -1.2
H -7.01454 3.89551 -6.85081 0.2 0.4 -0.1
H -8.09053 2.82604 -6.30592 -0.5 -0.2 0.5
C -6.42577 1.92190 -7.21368 0.9 -0.8 0.1
C -5.35594 2.21696 -8.28638 -2.2 0.3 -1.7
O -6.13363 2.02819 -9.52131 1.6 0.1 0.3
C -5.37128 2.37323 -10.71823 -0.7 -0.1 1.1
H -11.12868 5.20715 -5.85020 0.7 0.4 -0.5
H -11.87060 3.76019 -5.60789 0.5 -1.0 -0.2
H -11.96056 4.44286 -7.19364 0.4 -0.2 -0.4
H -9.40037 5.03548 -8.03203 -0.3 0.2 -0.2
H -10.33917 3.64651 -8.75904 -0.3 0.5 -0.1
H -7.85882 3.65170 -9.11709 0.2 -0.5 0.2
H -8.68112 2.13645 -8.55667 0.3 0.1 -0.1
H -6.91932 0.98015 -7.45372 -0.4 0.3 -0.6
H -6.00987 1.61193 -6.25501 0.2 1.0 0.4
H -4.43990 1.62639 -8.30030 -0.3 -0.5 0.5
H -5.03123 3.25735 -8.30211 0.1 0.3 0.4
H -4.55020 1.67215 -10.86793 -0.2 -0.2 -0.2
H -4.94313 3.36715 -10.58815 0.0 0.2 -0.2
H -6.11144 2.36696 -11.51837 0.4 -0.1 -0.1
B 3.93831 3.97427 -9.51981 1.9 1.5 1.2
F 4.10359 5.38508 -9.65463 -0.6 0.1 -0.1
F 4.58800 3.60388 -8.33061 0.0 -0.2 1.6
F 2.65464 3.59134 -9.51702 -2.6 -0.3 0.2
F 4.62128 3.33728 -10.46868 1.2 -1.2 -2.8
B -10.98317 -6.06356 5.34309 1.2 -0.7 0.4
F -11.74963 -7.18114 5.58979 -0.4 -1.0 0.6
F -9.98456 -6.35935 4.41615 1.5 -0.9 -0.9
F -11.74369 -5.15375 4.72003 -1.7 2.4 -0.5
F -10.31502 -5.61323 6.50294 -0.4 0.2 0.2
B 5.84424 -5.42288 1.31707 0.8 -1.6 1.0
F 4.83763 -6.38328 1.42921 -0.3 -1.0 -0.4
F 7.11823 -5.94711 1.01693 -0.1 -0.4 -0.2
F 5.49799 -4.50487 0.41914 -0.9 2.1 -2.5
F 5.91971 -4.82093 2.54311 0.3 1.1 2.2
B -0.49645 2.90439 9.36341 -0.4 0.0 0.0
F -0.63057 3.57200 8.16855 -0.7 0.9 -1.8
F 0.66180 2.17685 9.22470 1.2 -1.7 0.1
F -0.35894 3.78140 10.37559 0.5 1.7 1.8
F -1.64037 2.16113 9.65623 -0.4 -1.1 -0.4
```
Forces are in eV/Å.

Summary:
Charge: +6
Energy above the lowest of the compared OMol25 structures with the same formula, charge and spin in eV: 0.0000
Frontier orbital gap in Eh: 0.2326

=====

Record 2
Formula: C8H4N4OS
Source: the OMol25 dataset
Level of theory: ωB97M-V/def2-TZVPD

```
18
Properties=species:S:1:pos:R:3:forces:R:3
C -2.44888 0.57930 -1.52621 -0.3 -0.6 -1.7
C -2.08670 1.25871 0.60404 -1.2 1.3 1.8
C 1.17835 0.68115 1.80271 0.2 2.7 0.8
C -0.50652 -1.09360 2.31005 3.2 1.4 -1.3
C -1.54092 0.46213 -0.41281 -1.6 0.6 -1.1
C -0.46473 -0.23890 -0.37651 1.0 -1.2 -1.4
C 1.80262 0.06901 -1.65646 -1.1 0.8 -0.8
C 0.67810 -0.56754 1.70708 0.7 -1.9 1.2
N -3.13476 0.66270 -2.45156 0.5 0.0 0.7
N -2.81960 1.91164 1.21160 0.8 -0.3 0.0
N 1.61728 1.76979 1.85296 -0.3 -1.0 -0.3
N -1.36228 -1.70305 2.73899 -2.1 -1.1 0.9
O 1.21719 -2.21531 -0.44368 -0.4 -0.3 -1.1
S 0.51190 -1.28970 -1.38081 0.9 1.2 1.4
H 1.53851 1.14011 -1.38259 -0.2 -1.5 0.0
H 1.87626 0.08570 -2.79095 1.0 -0.3 1.6
H 2.57129 -0.28080 -0.93611 0.1 0.1 -1.3
H 1.37286 -1.23135 1.13026 -1.2 0.0 0.5
```
Forces are in eV/Å.

Summary:
Expectation value of S²: 2.04
Charge: 0
Multiplicity: 3
Frontier orbital gap (alpha / beta) in Eh: 0.2850 / 0.2553